# 1
ORCA calculation (ωB97M-V/def2-TZVPD) on C31H37MnN7O4 as an isolated structure in a non-equilibrium geometry.

Computed properties:
ΔE to the lowest compared entry with this formula, charge and spin = 0.000 eV
HOMO-LUMO gap (alpha / beta) = 6.613 / 6.783 eV
HOMO (alpha / beta) = -10.14 / -10.14 eV
total charge = +1

Element x y z (Å)
Mn  0.4893  0.7885  -0.4388
N  1.7611  -0.8262  0.9768
C  1.1755  -2.1654  0.9925
C  2.2340  -3.2915  0.8890
C  2.2440  -4.3021  2.0432
C  1.1776  -5.3988  1.9099
N  -0.1540  -4.8639  1.7504
C  -1.1125  -4.7788  2.6485
N  -1.0003  -5.1652  3.9244
N  -2.2919  -4.3058  2.2312
C  0.1810  -2.2410  -0.2205
O  -0.5178  -3.2620  -0.3112
O  0.1794  -1.2726  -1.0010
H  2.5877  -0.8434  0.3798
H  2.0788  -0.5530  1.9031
H  0.5888  -2.2703  1.9131
H  3.2209  -2.8242  0.8561
H  2.0945  -3.8346  -0.0491
H  2.1302  -3.7819  2.9985
H  3.2155  -4.8018  2.0622
H  1.2340  -6.0721  2.7696
H  1.3788  -5.9930  1.0139
H  -0.3225  -4.3473  0.8398
H  -0.1291  -5.5079  4.2925
H  -1.6966  -4.8529  4.5894
H  -2.3712  -3.9890  1.2772
H  -3.0697  -4.2206  2.8645
C  4.2368  2.1214  -2.0102
C  2.8318  1.6725  -1.7724
N  2.3288  1.2814  -0.6092
O  3.1604  1.4109  0.5063
C  1.8245  1.6583  -2.7641
C  1.9364  2.2007  -4.1435
N  0.7362  1.2143  -2.1862
O  -0.5249  1.2192  -2.6789
H  4.9084  1.7193  -1.2545
H  4.3071  3.2090  -2.0008
H  4.5732  1.7804  -2.9858
H  3.4644  2.3323  0.5465
H  2.5272  1.5427  -4.7780
H  2.4274  3.1718  -4.1037
H  0.9506  2.3168  -4.5844
N  -2.4422  -2.8295  5.0327
C  -2.2143  -1.9415  4.3385
C  -1.8629  -1.0264  3.3321
C  -2.4211  -1.2126  2.0650
C  -1.8827  -0.5663  0.9740
C  -0.8217  0.3399  1.0906
C  -0.3996  0.6338  2.3970
C  -0.8753  -0.0579  3.4996
H  -3.2679  -1.8689  1.9436
H  -2.2936  -0.8068  0.0068
H  0.3370  1.4084  2.5650
H  -0.4788  0.1402  4.4861
C  0.3757  2.8901  0.2706
C  0.6272  3.8744  -0.7986
C  1.8702  4.4956  -0.9428
C  2.0976  5.4183  -1.9472
C  1.0855  5.7478  -2.8305
C  -0.1598  5.1540  -2.6932
C  -0.3887  4.2343  -1.6911
H  -0.6143  3.0585  0.6985
H  1.1131  3.0141  1.0685
H  2.6551  4.2928  -0.2236
H  3.0574  5.9057  -2.0260
H  1.2564  6.4720  -3.6128
H  -0.9583  5.4262  -3.3671
H  -1.3662  3.7846  -1.5770
C  -1.1282  1.1084  -1.4803
C  -2.5647  1.0154  -1.5783
C  -3.1210  0.4100  -2.7175
C  -4.4845  0.2336  -2.8175
C  -5.3255  0.6839  -1.8111
C  -4.7880  1.3004  -0.6887
C  -3.4250  1.4617  -0.5656
H  -2.4707  0.0363  -3.4920
H  -4.8947  -0.2475  -3.6917
H  -6.3929  0.5486  -1.8987
H  -5.4348  1.6558  0.0971
H  -2.9916  1.9383  0.2997

In the Mulliken picture, each atom carries the following charge in e: number 1, Mn, carries -0.866; number 2, N, carries -0.160; number 3, C, carries 0.235; number 4, C, carries -1.144; number 5, C, carries -0.471; number 6, C, carries -1.142; number 7, N, carries -0.016; number 8, C, carries 0.749; number 9, N, carries -0.388; number 10, N, carries -0.367; number 11, C, carries 0.065; number 12, O, carries -1.006; number 13, O, carries -0.605; number 14, H, carries 0.367; number 15, H, carries 0.215; number 16, H, carries 0.103; number 17, H, carries 0.367; number 18, H, carries 0.413; number 19, H, carries 0.258; number 20, H, carries 0.449; number 21, H, carries 0.402; number 22, H, carries 0.330; number 23, H, carries 0.251; number 24, H, carries 0.166; number 25, H, carries 0.264; number 26, H, carries 0.224; number 27, H, carries 0.315; number 28, C, carries -1.656; number 29, C, carries 0.163; number 30, N, carries 0.379; number 31, O, carries -0.509; number 32, C, carries 1.010; number 33, C, carries -1.920; number 34, N, carries 1.258; number 35, O, carries -0.393; number 36, H, carries 0.405; number 37, H, carries 0.319; number 38, H, carries 0.470; number 39, H, carries 0.363; number 40, H, carries 0.438; number 41, H, carries 0.394; number 42, H, carries 0.346; number 43, N, carries -0.740; number 44, C, carries 0.054; number 45, C, carries -0.071; number 46, C, carries -1.017; number 47, C, carries 0.221; number 48, C, carries 1.387; number 49, C, carries -0.617; number 50, C, carries -0.990; number 51, H, carries 0.817; number 52, H, carries 0.652; number 53, H, carries 0.351; number 54, H, carries 0.538; number 55, C, carries -1.030; number 56, C, carries -0.187; number 57, C, carries -0.245; number 58, C, carries -0.892; number 59, C, carries -0.567; number 60, C, carries -0.884; number 61, C, carries -0.049; number 62, H, carries 0.632; number 63, H, carries 0.588; number 64, H, carries 0.509; number 65, H, carries 0.449; number 66, H, carries 0.408; number 67, H, carries 0.453; number 68, H, carries 0.479; number 69, C, carries 0.730; number 70, C, carries 0.039; number 71, C, carries -0.413; number 72, C, carries -0.866; number 73, C, carries -0.400; number 74, C, carries -0.967; number 75, C, carries 0.302; number 76, H, carries 0.478; number 77, H, carries 0.437; number 78, H, carries 0.440; number 79, H, carries 0.472; number 80, H, carries 0.427

---

# 2
ORCA calculation (ωB97M-V/def2-TZVPD) on C35H33FeN9O3 as an isolated structure in a non-equilibrium geometry.

Computed properties:
ΔE to the lowest compared entry with this formula, charge and spin = 1.548 eV
HOMO-LUMO gap (alpha / beta) = 7.852 / 5.316 eV
HOMO (alpha / beta) = -10.12 / -9.82 eV
multiplicity = 6
total charge = +1

Element x y z (Å)
Fe  -1.5325  -0.0045  -0.8429
O  -3.2762  -0.4638  0.3183
C  -3.8378  -0.1065  1.3987
C  -5.0539  -0.7331  1.8166
C  -5.7092  -0.3639  2.9631
C  -5.1834  0.6274  3.7993
C  -4.0272  1.2701  3.4283
C  -3.3514  0.9577  2.2405
C  -2.3202  1.8477  1.8109
N  -1.6501  1.7526  0.7282
C  -0.9201  2.8780  0.2218
C  -1.6544  3.3301  -1.0518
N  -1.8993  2.1930  -1.9131
C  -2.3499  2.4160  -3.0877
C  -2.7334  1.4398  -4.0633
C  -3.0861  1.8842  -5.3438
C  -3.4392  1.0101  -6.3438
C  -3.5000  -0.3579  -6.0686
C  -3.2044  -0.8322  -4.8189
C  -2.7950  0.0354  -3.7662
O  -2.4881  -0.4447  -2.6275
H  -5.4621  -1.4978  1.1695
H  -6.6500  -0.8290  3.2194
H  -5.6922  0.9151  4.7059
H  -3.6344  2.0651  4.0461
H  -2.1671  2.7205  2.4595
H  0.0979  2.5795  -0.0387
H  -0.8790  3.7138  0.9369
H  -1.0697  4.1077  -1.5628
H  -2.6245  3.7617  -0.7635
H  -2.4747  3.4535  -3.4293
H  -3.0711  2.9463  -5.5412
H  -3.6598  1.3759  -7.3347
H  -3.7940  -1.0422  -6.8498
H  -3.2679  -1.8835  -4.5839
N  0.1657  -3.3567  1.7895
C  -0.0873  -2.5988  2.8949
C  -0.4902  -1.3768  2.4316
N  -0.4833  -1.3716  1.0783
C  -0.0927  -2.5790  0.7059
C  0.0203  -2.9352  -0.6756
N  -0.2046  -2.0465  -1.6267
C  -0.0149  -2.6869  -2.8036
C  0.3316  -3.9890  -2.5712
N  0.3559  -4.1359  -1.2153
H  0.4587  -4.3200  1.7953
H  0.0413  -2.9733  3.8875
H  -0.7756  -0.5089  2.9866
H  -0.1432  -2.1791  -3.7375
H  0.5583  -4.8018  -3.2298
H  0.5606  -4.9937  -0.7314
C  4.4105  -0.7395  6.4360
C  4.3694  -0.5201  4.9547
C  5.2001  0.4102  4.3424
C  5.1630  0.6265  2.9779
C  4.2745  -0.0950  2.1898
N  4.1517  0.1043  0.8056
C  4.8879  0.9455  0.0303
O  5.8747  1.5518  0.3655
N  4.4518  1.0391  -1.2947
C  3.2037  0.8998  -1.8600
C  3.1116  0.8179  -3.2559
C  1.8713  0.6888  -3.8416
C  0.7467  0.6678  -3.0301
N  0.8142  0.7591  -1.7081
C  2.0023  0.8746  -1.1358
C  3.4415  -1.0358  2.7880
C  3.4897  -1.2392  4.1539
H  5.3772  -0.4552  6.8440
H  4.2183  -1.7824  6.6793
H  3.6472  -0.1368  6.9299
H  5.8929  0.9811  4.9416
H  5.8225  1.3445  2.5211
H  3.4670  -0.4793  0.3474
H  5.1595  1.4503  -1.8917
H  4.0044  0.8570  -3.8619
H  1.7687  0.6005  -4.9120
H  -0.2413  0.5854  -3.4510
H  1.9897  0.9883  -0.0606
H  2.7555  -1.6100  2.1784
H  2.8336  -1.9680  4.6073

In the natural (NBO) picture, each atom carries the following charge in e: number 1, Fe, carries 1.887; number 2, O, carries -0.749; number 3, C, carries 0.421; number 4, C, carries -0.284; number 5, C, carries -0.146; number 6, C, carries -0.269; number 7, C, carries -0.130; number 8, C, carries -0.264; number 9, C, carries 0.192; number 10, N, carries -0.557; number 11, C, carries -0.235; number 12, C, carries -0.242; number 13, N, carries -0.521; number 14, C, carries 0.194; number 15, C, carries -0.250; number 16, C, carries -0.130; number 17, C, carries -0.262; number 18, C, carries -0.166; number 19, C, carries -0.247; number 20, C, carries 0.388; number 21, O, carries -0.775; number 22, H, carries 0.226; number 23, H, carries 0.222; number 24, H, carries 0.223; number 25, H, carries 0.209; number 26, H, carries 0.179; number 27, H, carries 0.204; number 28, H, carries 0.201; number 29, H, carries 0.208; number 30, H, carries 0.208; number 31, H, carries 0.176; number 32, H, carries 0.212; number 33, H, carries 0.224; number 34, H, carries 0.222; number 35, H, carries 0.217; number 36, N, carries -0.486; number 37, C, carries -0.068; number 38, C, carries -0.059; number 39, N, carries -0.505; number 40, C, carries 0.285; number 41, C, carries 0.296; number 42, N, carries -0.508; number 43, C, carries -0.063; number 44, C, carries -0.064; number 45, N, carries -0.487; number 46, H, carries 0.429; number 47, H, carries 0.238; number 48, H, carries 0.235; number 49, H, carries 0.233; number 50, H, carries 0.238; number 51, H, carries 0.428; number 52, C, carries -0.627; number 53, C, carries -0.033; number 54, C, carries -0.174; number 55, C, carries -0.261; number 56, C, carries 0.215; number 57, N, carries -0.638; number 58, C, carries 0.792; number 59, O, carries -0.601; number 60, N, carries -0.648; number 61, C, carries 0.211; number 62, C, carries -0.196; number 63, C, carries -0.222; number 64, C, carries 0.008; number 65, N, carries -0.480; number 66, C, carries -0.056; number 67, C, carries -0.264; number 68, C, carries -0.194; number 69, H, carries 0.223; number 70, H, carries 0.217; number 71, H, carries 0.222; number 72, H, carries 0.217; number 73, H, carries 0.259; number 74, H, carries 0.397; number 75, H, carries 0.420; number 76, H, carries 0.227; number 77, H, carries 0.238; number 78, H, carries 0.215; number 79, H, carries 0.212; number 80, H, carries 0.190; number 81, H, carries 0.203